[1]
Below is C19H14N2O in the gas phase at a distorted geometry, with properties calculated with ωB97M-V with the def2-TZVPD basis set.

Structure (ORCA input):
```
! wB97M-V def2-TZVPD RIJCOSX def2/J DEFGRID3
* xyz 0 1
O -2.87779 -0.05631 -0.86291
N -3.33394 -2.30487 2.37598
C -1.88644 0.63638 -0.59428
C -1.00163 4.09262 -1.55194
C -1.99492 3.21860 -1.01450
C 0.11533 3.25629 -1.80628
C -1.51506 1.92697 -1.10284
C -0.42244 -1.29044 0.07804
C -0.58688 -0.07297 -0.48546
C -3.21676 -3.64819 2.17567
C -2.47324 -1.51005 1.66465
C -2.28567 -4.23532 1.30630
C 4.13723 0.46739 0.86540
C 4.19611 0.06185 -0.39422
C 3.05250 1.05873 1.39553
C -1.49385 -3.46230 0.58194
C 3.05987 0.19861 -1.20872
C 1.97399 1.18895 0.67007
C -1.48555 -2.07329 0.82765
C 1.88493 0.70100 -0.61362
N -0.24472 1.90618 -1.52175
C 0.49791 0.64655 -1.34858
H -1.00260 5.15201 -1.60299
H -2.98992 3.46320 -0.64028
H 1.12109 3.57976 -2.08956
H 0.54206 -1.79387 -0.17529
H -3.97673 -4.21070 2.71359
H -2.51746 -0.47462 1.78324
H -2.30552 -5.22164 1.00558
H 5.00226 0.35146 1.57110
H 5.07456 -0.31062 -0.93891
H 3.13743 1.28728 2.45427
H -0.91253 -3.86992 -0.22780
H 3.05588 -0.30517 -2.24573
H 1.11764 1.52228 1.21220
H 0.55485 0.12416 -2.25555
*
```

SMILES	O=C1/C(=C\c2cccnc2)[C@H](c2ccccc2)n2cccc21
gap between HOMO and LUMO	8.19	eV
electronic energy	-24954.7575	eV

=====

[2]
Below is a molecular structure, C24H33CaCl3F5N3OSSi, with properties calculated with ωB97M-V with the def2-TZVPD basis set.

Structure (ORCA input):
```
! wB97M-V def2-TZVPD RIJCOSX def2/J DEFGRID3
* xyz 0 1
Ca -0.89589 0.17423 0.24000
N 1.77102 1.76657 2.17347
C 2.33850 3.08336 1.73773
C 2.79790 3.01110 0.28726
C 1.66549 2.90822 -0.73498
N 1.08489 1.55266 -0.72885
C 0.59111 3.96493 -0.47651
C 0.09627 4.03820 0.96813
N -0.73842 2.86315 1.29752
C 1.26991 4.15296 1.94677
H 2.33057 0.95307 1.90706
H 0.82404 1.68935 1.74730
H 1.61266 1.72698 3.18737
H 3.19761 3.27036 2.38220
H 3.50275 2.18514 0.15168
H 3.35863 3.92795 0.09173
H 2.10767 3.11950 -1.71477
H 1.80772 0.83814 -0.77841
H 0.55849 1.42631 -1.59326
H -0.25905 3.79591 -1.14289
H 1.00661 4.94093 -0.74251
H -0.49242 4.95624 1.06716
H -1.52341 2.83131 0.64261
H -1.13136 2.96806 2.23027
H 0.90606 4.12714 2.97735
H 1.75008 5.12344 1.80473
F -7.62647 -0.62935 -0.89232
C -6.42020 -0.08483 -1.04399
C -6.11257 0.63405 -2.18573
F -7.03728 0.78411 -3.13331
C -4.85530 1.18993 -2.34671
F -4.61784 1.86502 -3.47151
C -3.85533 1.06366 -1.38438
S -2.25992 1.76112 -1.59377
C -4.21948 0.34040 -0.25563
F -3.29957 0.16061 0.74207
C -5.45723 -0.23544 -0.06296
F -5.72201 -0.93236 1.04188
Cl -0.46661 1.73575 4.54667
Si -0.66680 -0.08501 3.33405
Cl -1.98372 -1.20670 4.50528
Cl 1.25555 -0.93080 3.84307
C 3.38100 -1.05105 0.49384
C 3.22898 -1.51664 -0.96050
C 4.60230 -1.77657 -1.56900
C 2.27534 -2.69042 -1.04122
C 2.69965 -3.97941 -1.33328
C 1.80455 -5.03685 -1.38271
C 0.46404 -4.79576 -1.12857
C -0.00590 -3.52269 -0.83239
C -1.47499 -3.32375 -0.51752
C -2.19463 -2.41019 -1.51592
C -1.68360 -2.90106 0.94354
C 0.90653 -2.44722 -0.79342
O 0.50272 -1.21239 -0.52696
H 3.97609 -0.13010 0.55321
H 3.89816 -1.81150 1.08209
H 2.39875 -0.90471 0.94882
H 2.76495 -0.70733 -1.53688
H 5.14900 -2.53404 -1.00357
H 5.20168 -0.86354 -1.55532
H 4.52662 -2.11567 -2.60271
H 3.74718 -4.16922 -1.53144
H 2.14844 -6.03587 -1.61563
H -0.24336 -5.61816 -1.15494
H -1.94607 -4.30507 -0.62276
H -1.74523 -1.41648 -1.61023
H -3.24652 -2.29275 -1.24220
H -2.15716 -2.83815 -2.51856
H -0.94022 -2.16550 1.26733
H -1.54431 -3.74902 1.61464
H -2.68664 -2.50427 1.12143
*
```

gap between HOMO and LUMO	7.24	eV
electronic energy	-120255.5325	eV

=====

[3]
Below is a molecular structure, C6H5N at a distorted geometry, with properties calculated with ωB97M-V with the def2-TZVPD basis set.

Structure (ORCA input):
```
! wB97M-V def2-TZVPD RIJCOSX def2/J DEFGRID3
* xyz 0 1
C 0.81835 -0.38070 -0.44495
C 0.96731 0.22103 -1.64156
C -0.13190 0.00966 0.54787
C 0.23274 1.35603 -2.04460
C -0.87564 1.00113 0.98121
C -0.76945 -0.81700 1.64652
N -0.34021 2.31002 -2.37511
H 1.17643 -1.32979 -0.20697
H 1.73638 0.17622 -2.34228
H -0.15686 -1.05238 2.43114
H -1.24068 0.10710 2.14393
H -1.41647 -1.60132 1.30481
*
```

gap between HOMO and LUMO	8.97	eV
electronic energy	-7787.2661	eV